Molecular formula: C48H60N5O3SSeV
Method: DFT, ωB97M-V/def2-TZVPD

As for the net charge: 0. The HOMO energy (spin up / spin down) comes out at -7.14 / -7.18 eV. Its orbital gap (spin up / spin down) is 0.216 / 0.212 Eh. Its LUMO energy (spin up / spin down) is -1.3 / -1.4 eV. As for the multiplicity: 3. The energy above the lowest of the compared OMol25 structures with the same formula, charge and spin comes out at 2.172 eV.

Atoms and positions in Å:
V1 0.2927 -0.4576 -1.0845
C1 -3.8107 5.3767 0.1278
C2 -4.6508 4.1372 0.5781
C3 -6.0695 4.2929 -0.0547
C4 -4.9573 4.0826 2.0565
C5 -3.9963 2.9195 0.0685
C6 -2.7438 2.6541 0.5954
C7 -1.9574 1.5726 0.1565
Se1 -0.1576 1.3229 0.8116
C8 -0.5421 -0.1372 1.9957
C9 -0.7667 0.2711 3.2645
C10 -1.0508 -0.6797 4.2628
C11 -0.8681 -2.0146 3.8261
C12 -0.4833 -2.4652 2.5828
C13 -0.3329 -1.4523 1.6005
O1 0.0177 -1.8231 0.3851
C14 -0.3936 -3.9826 2.3090
C15 0.3977 -4.4398 1.0773
C16 0.2938 -4.6484 3.5056
C17 -1.8517 -4.5771 2.1443
C18 -1.2979 -0.3015 5.7072
C19 -2.0007 -1.3259 6.6165
C20 -2.2010 0.9310 5.6145
C21 0.1486 -0.0498 6.2261
C22 -2.4679 0.6844 -0.8441
O2 -1.7841 -0.3221 -1.2585
C23 -3.8014 0.9040 -1.3318
C24 -4.5060 2.0072 -0.8960
C25 -4.3957 -0.1051 -2.2961
C26 -3.7298 -0.0027 -3.7374
C27 -5.9069 0.1023 -2.5935
C28 -4.2899 -1.5677 -1.7677
H1 -4.2195 6.2463 0.6112
H2 -3.6417 5.4866 -0.9494
H3 -2.8153 5.3170 0.5418
H4 -6.5215 5.2459 0.1430
H5 -6.7901 3.5198 0.2001
H6 -5.9334 4.3208 -1.1889
H7 -5.5497 4.9586 2.3415
H8 -4.0543 3.9920 2.6834
H9 -5.4337 3.1120 2.2452
H10 -2.3362 3.3093 1.3681
H11 -0.6759 1.3118 3.4839
H12 -0.9651 -2.7835 4.5408
H13 1.4737 -4.3105 1.2808
H14 0.0519 -3.9439 0.1493
H15 0.3186 -5.5254 0.9305
H16 1.1010 -4.0909 3.9423
H17 0.6556 -5.6642 3.2661
H18 -0.4047 -4.7429 4.3311
H19 -2.5665 -3.8099 1.7575
H20 -2.2352 -4.8199 3.1493
H21 -1.8817 -5.4429 1.5290
H22 -3.0489 -1.5601 6.2757
H23 -2.0923 -0.8963 7.6158
H24 -1.4353 -2.2495 6.7466
H25 -2.9329 0.8584 4.8342
H26 -1.6220 1.7657 5.3815
H27 -2.5915 1.0904 6.6190
H28 0.5862 -0.9451 6.6803
H29 0.1667 0.7903 6.9682
H30 0.7898 0.2970 5.4160
H31 -5.5013 2.1651 -1.2455
H32 -3.8726 1.0164 -4.1753
H33 -4.1198 -0.8152 -4.3608
H34 -2.6496 -0.2185 -3.6504
H35 -6.0313 0.9107 -3.3186
H36 -6.4699 0.2833 -1.7029
H37 -6.2978 -0.8208 -3.0578
H38 -3.2356 -1.9074 -1.6074
H39 -4.7744 -2.2212 -2.4667
H40 -4.7746 -1.7041 -0.7696
C29 0.6483 -3.1777 -4.4994
C30 0.4856 -2.0616 -3.6212
N1 0.8916 -2.0646 -2.3482
N2 2.0724 -2.6251 -2.0373
C31 2.8195 -1.8057 -1.2480
O3 2.5120 -0.6445 -0.8437
C32 4.1054 -2.4556 -0.9167
C33 5.2093 -1.6763 -0.5917
C34 6.4405 -2.2185 -0.1994
C35 6.6334 -3.5583 -0.2886
C36 5.5478 -4.4183 -0.6848
C37 4.3240 -3.8899 -0.9916
C38 0.1737 -0.7462 -4.1293
C39 -0.0877 -0.4151 -5.4952
C40 -0.4183 0.9173 -5.8245
C41 -0.4682 1.9074 -4.8535
C42 -0.1121 1.4943 -3.5799
N3 0.0546 0.2611 -3.1685
H41 -0.3494 -3.6631 -4.6669
H42 0.9938 -2.8188 -5.4830
H43 1.3913 -3.8379 -3.9595
H44 5.1751 -0.5924 -0.7905
H45 7.2312 -1.5705 0.1248
H46 7.6378 -3.8916 -0.0678
H47 5.7181 -5.4826 -0.6824
H48 3.5103 -4.4770 -1.3914
H49 -0.0635 -1.2127 -6.2099
H50 -0.6627 1.1996 -6.8725
H51 -0.7342 2.9799 -5.0458
H52 0.0138 2.2223 -2.8017
C43 7.2471 5.3343 -0.9906
C44 7.0257 3.8386 -1.0526
C45 6.1167 3.2390 -1.8626
C46 5.9637 1.8218 -1.8548
N4 6.5647 1.0698 -0.9182
C47 7.4509 1.6550 -0.1167
S1 8.4293 0.9192 1.0937
N5 7.6732 2.9702 -0.2549
C48 4.9856 1.2621 -2.8221
H53 6.3480 5.8727 -0.6163
H54 7.6406 5.8080 -1.9228
H55 7.9635 5.6016 -0.1747
H56 5.4875 3.7871 -2.6498
H57 8.4140 3.3498 0.3672
H58 4.9636 1.8674 -3.7108
H59 4.0150 1.2761 -2.4017
H60 5.2118 0.2179 -3.1314

Atomic partial charges in e from the Mulliken method, atoms 1 to 99: V 0.579; C -1.600; C 2.112; C -1.930; C -1.717; C -0.524; C -0.767; C 0.042; Se -0.030; C -0.434; C -0.979; C -0.524; C -0.178; C -0.301; C 1.274; O -0.230; C 2.443; C -2.058; C -2.117; C -1.573; C 2.332; C -1.888; C -1.929; C -1.615; C 0.265; O -0.356; C -0.697; C 0.052; C 1.875; C -0.898; C -2.257; C -1.522; H 0.465; H 0.320; H 0.367; H 0.432; H 0.376; H 0.358; H 0.476; H 0.261; H 0.392; H 0.367; H 0.402; H 0.354; H 0.446; H 0.142; H 0.609; H 0.402; H 0.377; H 0.490; H 0.262; H 0.368; H 0.446; H 0.328; H 0.501; H 0.396; H 0.387; H 0.439; H 0.466; H 0.357; H 0.393; H 0.348; H 0.795; H 0.316; H 0.432; H -0.100; H 0.376; H 0.533; H 0.418; H -0.076; H 0.554; H 0.326; C -1.556; C -0.096; N 1.428; N -1.064; C 0.773; O -1.205; C -0.099; C 0.449; C -0.572; C -0.339; C -0.856; C -0.367; C 0.829; C -1.120; C -0.452; C -0.929; C -0.278; N 1.033; H 0.231; H 0.425; H 0.352; H 0.196; H 0.193; H 0.403; H 0.381; H 0.418; H 0.448